Entry 1:
2 unconnected molecules or ions with the total composition C8H13N3O2 in a non-equilibrium geometry, computed with the ωB97M-V functional and the def2-TZVPD basis.

Cartesian coordinates (Å):
C 0.19126 -3.56317 0.90315
C 0.34490 -2.60394 1.91574
C -0.19548 -2.84126 -0.19801
C 0.11965 1.67215 0.96907
C 1.83917 0.50398 -0.47286
C -0.88707 2.75281 -1.51554
C -0.73499 -0.48991 -0.62173
C 0.48737 1.17219 -0.39572
N 0.07037 -1.39557 1.46944
N -1.91060 0.15496 -0.38621
N -0.25781 -1.54299 0.18540
O -2.43239 0.11348 0.74196
O 0.24628 1.90199 -1.49181
H 0.33516 -4.62178 0.97000
H 0.63896 -2.74608 2.93590
H -0.44502 -3.13832 -1.19758
H -0.89125 2.07369 1.01444
H 0.19218 0.84798 1.67980
H 0.82631 2.45553 1.25736
H 2.00391 0.07169 -1.45588
H 1.92936 -0.26192 0.29144
H 2.60917 1.25592 -0.29641
H -1.78057 2.17930 -1.23473
H -0.97036 3.10340 -2.54404
H -0.75561 3.60593 -0.84039
H -0.57289 -0.66006 -1.68278

HOMO level (alpha / beta): -0.307 / -0.307 hartree
energy above the lowest of the compared OMol25 structures with the same formula, charge and spin: 90.9 kcal/mol
F_max: 0.0412 Eh/bohr
E: -17067.7850 eV
LUMO energy (alpha / beta): 0.2 / 0.2 eV

=====

Entry 2:
A molecular structure, C21H50GaN2O2 in a non-equilibrium geometry, computed with the ωB97M-V functional and the def2-TZVPD basis.

Cartesian coordinates (Å):
C 3.96615 -0.41355 1.80045
C 3.32994 0.14300 0.43448
C 3.18084 1.73335 0.36685
C 2.17829 2.32742 1.50879
C 3.13807 3.22447 2.46791
Ga 0.78984 3.51802 0.47780
C -1.10008 3.45599 1.30513
C -1.87502 2.03093 1.06686
O -2.01052 1.43146 2.38626
C -2.42881 0.09471 2.33015
C -2.15223 -0.91893 1.14182
O -3.04072 -0.34848 3.33703
H 5.00010 -0.89114 1.66582
H 4.09079 0.44407 2.53861
H 3.22686 -1.16927 2.25280
H 2.33879 -0.37777 0.23957
H 4.02602 -0.15413 -0.43445
H 2.72914 1.97007 -0.66197
H 4.19156 2.27852 0.43376
H 1.62949 1.50616 2.07779
H 2.66542 3.46613 3.47121
H 4.09232 2.59414 2.60740
H 3.47035 4.16969 1.90267
H 0.79575 3.11165 -1.09971
H 1.37841 5.03075 0.61414
H -1.09264 3.66458 2.43510
H -1.73364 4.30149 0.84384
H -2.89391 2.26813 0.61322
H -1.21895 1.44886 0.34199
H -1.06470 -0.77486 0.79482
H -2.83638 -0.67447 0.26995
H -2.26789 -2.01388 1.45904
C -2.50692 2.16831 -2.59636
C -2.64207 2.28429 -4.10889
N -2.44064 3.63649 -4.61426
C -2.83189 3.79242 -6.01193
C -2.04219 3.01259 -7.06299
C -1.18412 4.28159 -4.24218
C 0.11719 3.58755 -4.64184
H -3.18619 2.85505 -2.08396
H -2.75553 1.15201 -2.27854
H -1.48873 2.37120 -2.25818
H -3.65576 1.95957 -4.36578
H -1.95688 1.56683 -4.58016
H -2.81265 4.85610 -6.27570
H -3.88617 3.50347 -6.09982
H -1.06355 3.45706 -7.24580
H -2.58150 3.03182 -8.01545
H -1.90517 1.96423 -6.78978
H -1.17669 4.41369 -3.15531
H -1.17237 5.30502 -4.63370
H 0.09250 2.51121 -4.45927
H 0.94477 3.99552 -4.05509
H 0.35946 3.75638 -5.69196
C -0.66147 -7.09782 4.24758
C 0.55486 -6.49126 3.55882
N 0.24204 -5.78659 2.32204
C 1.42716 -5.44612 1.53794
C 2.42100 -4.45634 2.14462
C -0.76426 -4.73380 2.41725
C -0.50013 -3.58348 3.38820
H -1.20516 -7.76617 3.57432
H -0.34281 -7.68236 5.11450
H -1.35214 -6.33218 4.60980
H 1.23651 -7.31656 3.33009
H 1.07868 -5.84406 4.27460
H 1.11529 -5.07333 0.55581
H 1.96638 -6.37658 1.32335
H 2.04968 -3.43229 2.10179
H 3.35434 -4.47816 1.57409
H 2.66951 -4.69561 3.18082
H -1.71826 -5.19679 2.69201
H -0.94922 -4.31810 1.42038
H -0.11449 -3.92607 4.35096
H -1.43372 -3.04844 3.58609
H 0.19867 -2.85738 2.97268

HOMO level: -0.165 hartree
F_max: 0.0745 Eh/bohr
E: -82036.8467 eV
LUMO energy: 2.6 eV
total charge: -1

=====

Entry 3:
A molecular structure, C25H41BN9OS3Sn, computed with the ωB97M-V functional and the def2-TZVPD basis.

Cartesian coordinates (Å):
Sn 0.04291 0.30456 0.84268
C -4.11805 2.71051 0.31725
C -4.55996 1.70954 -0.73954
C -5.44556 2.42505 -1.75753
C -5.29504 0.54630 -0.07726
N -3.38569 1.09768 -1.52324
C -3.66099 0.26043 -2.58530
C -2.48776 -0.11654 -3.12673
N -1.48289 0.48481 -2.40478
B -0.00567 0.21919 -2.83534
N 0.48469 -1.19351 -2.37703
C 1.47090 -1.80195 -3.11988
C 1.68930 -3.01688 -2.59105
N 0.82891 -3.16913 -1.52058
C 0.12273 -2.02522 -1.38178
S -1.06580 -1.64490 -0.13955
C 0.85770 -4.48383 -0.73500
C 2.12216 -4.45295 0.12086
C 0.89796 -5.62834 -1.74810
C -0.37410 -4.66746 0.13758
N 0.97682 1.35140 -2.39194
C 1.00508 2.51902 -3.11491
C 1.91060 3.33949 -2.54179
N 2.44621 2.67499 -1.46085
C 1.86253 1.46286 -1.38743
S 2.20952 0.22721 -0.19140
C 3.51624 3.26934 -0.53613
C 3.81829 4.68783 -1.00854
C 2.96545 3.31589 0.89387
C 4.78273 2.42599 -0.64487
C -2.04601 1.20560 -1.42097
S -1.13500 2.12195 -0.24151
H -5.02765 3.13065 0.74549
H -3.55219 2.25040 1.12527
H -3.54233 3.53757 -0.10113
H -6.28184 2.88187 -1.22833
H -4.89527 3.21706 -2.26931
H -5.86405 1.74958 -2.50332
H -6.08768 0.94424 0.55675
H -5.75941 -0.12001 -0.80600
H -4.61642 -0.03792 0.54928
H -4.66397 0.01665 -2.88742
H -2.28980 -0.73418 -3.98841
H 0.00228 0.21481 -4.03567
H 1.91448 -1.33409 -3.98488
H 2.36421 -3.78962 -2.91125
H 3.02567 -4.40581 -0.48906
H 2.11352 -3.59104 0.79415
H 2.17464 -5.36298 0.72088
H 1.82296 -5.65575 -2.32127
H 0.83286 -6.57178 -1.20649
H 0.05440 -5.57579 -2.43854
H -0.37765 -3.97896 0.97947
H -1.30762 -4.54620 -0.41364
H -0.34707 -5.68780 0.51978
H 0.39307 2.66920 -3.99016
H 2.21577 4.32735 -2.83260
H 2.95111 5.34695 -0.92657
H 4.59746 5.08811 -0.36269
H 4.20195 4.71081 -2.03002
H 1.90483 3.57839 0.89833
H 3.11043 2.37420 1.42160
H 3.49296 4.09073 1.45059
H 5.17148 2.44043 -1.66522
H 5.54201 2.85317 0.01159
H 4.62810 1.39084 -0.34122
C 0.27587 -1.14504 6.74695
N 0.24914 -0.67570 5.35418
C 0.23645 0.73689 4.97082
C 0.19498 0.59302 3.48368
O 0.18469 1.49331 2.59285
N 0.15639 -0.67363 3.10471
C 0.17503 -1.42886 4.26997
N 0.12297 -2.74207 4.26589
H 0.73706 -0.37630 7.36064
H 0.88712 -2.04291 6.82881
H -0.73059 -1.34101 7.11315
H 1.11916 1.27892 5.31193
H -0.65170 1.26001 5.33351
H 0.06502 -3.24028 3.39267
H 0.12891 -3.27638 5.12108

HOMO level: -0.616 hartree
F_max: 0.0169 Eh/bohr
E: -81045.1859 eV
LUMO energy: -9.3 eV
total charge: +3

=====

Entry 4:
A single C4H5NO2 molecule in a non-equilibrium geometry, computed with the ωB97M-V functional and the def2-TZVPD basis.

Cartesian coordinates (Å):
N -2.26540 -0.31844 -0.56614
C -0.91693 -0.17373 -0.30427
C 0.13389 -1.07527 -0.31294
C 1.18399 -0.18653 -0.04778
O 2.50505 -0.37052 -0.02522
C 0.70097 1.10916 0.39154
O -0.61925 1.14364 0.01761
H -2.87525 0.05350 0.15729
H -2.50166 -1.27512 -0.79582
H 2.63193 -1.30171 -0.25310
H 0.84583 0.29909 1.34317
H 1.17681 2.09594 0.39565

SMILES string: NC1=C=C(O)CO1
HOMO level: -0.302 hartree
energy above the lowest of the compared OMol25 structures with the same formula, charge and spin: 95.2 kcal/mol
F_max: 0.0538 Eh/bohr
E: -9810.1866 eV
LUMO energy: 0.7 eV

=====

Entry 5:
A molecular structure, C2H3EuO in a non-equilibrium geometry, computed with the ωB97M-V functional and the def2-TZVPD basis.

Cartesian coordinates (Å):
O 0.02624 -1.45585 -0.00633
C 0.97346 -0.86082 -0.36742
C 1.60712 0.25303 -0.62397
H 1.46452 0.70745 -1.60675
H -3.64796 1.21518 1.47547
H 2.14707 0.73268 0.19496
Eu -2.57044 -0.59165 0.93405

HOMO level (alpha / beta): -0.458 / -0.456 hartree
⟨S²⟩: 15.76
energy above the lowest of the compared OMol25 structures with the same formula, charge and spin: 43.8 kcal/mol
F_max: 0.0546 Eh/bohr
E: -23488.4615 eV
multiplicity: 8
LUMO energy (alpha / beta): -5.1 / -4.9 eV
total charge: +1

=====

Entry 6:
A molecular structure, C45H49N11O3Y, computed with the ωB97M-V functional and the def2-TZVPD basis.

Cartesian coordinates (Å):
Y 0.23286 -0.17780 -0.09529
C 0.87673 4.11862 -2.47785
C 1.24269 3.72872 -3.74999
C 1.02769 2.41370 -4.12172
C 0.45623 1.53214 -3.21280
N 0.12681 1.89758 -1.96609
C 0.33632 3.16915 -1.62567
C 0.22262 0.11300 -3.60246
C 0.13871 -0.23808 -4.94764
C -0.03558 -1.56302 -5.29215
C -0.15274 -2.50365 -4.28591
C -0.10536 -2.07598 -2.96697
N 0.08108 -0.79386 -2.63043
C -0.39618 -3.03064 -1.86335
C -0.22631 -4.39937 -2.00396
C -0.65237 -5.23520 -0.98214
C -1.25709 -4.68056 0.13077
C -1.34322 -3.29957 0.20882
N -0.89816 -2.48665 -0.74746
H 1.02387 5.13036 -2.12735
H 1.70416 4.42430 -4.43758
H 1.34343 2.07253 -5.09571
H 0.06359 3.44944 -0.61943
H 0.18955 0.52116 -5.71216
H -0.10179 -1.85589 -6.33134
H -0.32702 -3.54352 -4.51758
H 0.24165 -4.80605 -2.88861
H -0.51956 -6.30597 -1.06255
H -1.62221 -5.28768 0.94710
H -1.77267 -2.81917 1.07805
O 3.67155 2.13836 -2.28944
C 4.39796 1.07656 -2.70933
C 5.43888 1.33104 -3.60332
C 6.22771 0.29790 -4.06479
C 5.99812 -1.01068 -3.64250
C 4.97236 -1.26109 -2.75606
C 4.15347 -0.23420 -2.27491
C 3.05063 -0.53877 -1.33160
O 2.23394 0.43681 -1.02980
N 2.96567 -1.73824 -0.83680
N 1.92374 -1.81017 0.10437
C 2.06058 -2.79209 0.92268
C 1.22339 -3.06964 2.06888
C 1.47700 -4.25222 2.78130
C 0.76052 -4.58826 3.90699
C -0.22587 -3.70717 4.36074
C -0.48624 -2.53041 3.69290
C 0.21669 -2.18161 2.52154
O -0.07681 -1.07791 1.88701
H 2.97030 1.76442 -1.71163
H 5.60862 2.35449 -3.91081
H 7.03185 0.51149 -4.75760
H 6.61987 -1.81942 -4.00111
H 4.77803 -2.26603 -2.40695
H 2.91302 -3.45191 0.75706
H 2.26150 -4.91008 2.42310
H 0.96772 -5.50495 4.44093
H -0.79169 -3.94776 5.25267
H -1.24648 -1.84289 4.04519
C -5.57799 0.38592 0.76052
N -4.15789 0.24671 1.03203
C -3.72639 0.56800 2.37784
C -3.23597 0.09396 0.04700
N -2.05628 0.68317 0.07666
C -2.02095 2.03763 0.50515
C -3.01029 2.92375 0.06780
C -2.99602 4.26372 0.40784
C -1.95461 4.75708 1.18334
C -0.94228 3.90343 1.58092
C -0.94732 2.54331 1.25676
N 0.16853 1.71720 1.52706
C 0.73351 1.79939 2.71233
N 0.05209 2.19342 3.82712
C -1.36405 1.93698 3.96632
C 0.64758 3.04350 4.84068
N 2.02784 1.45098 2.92923
C 3.00005 1.41624 1.85361
C 2.35602 0.62122 4.09013
N -3.53672 -0.76151 -0.96532
C -4.35996 -1.94243 -0.79505
C -3.18859 -0.44318 -2.33690
H -5.92180 1.34434 1.15745
H -6.16242 -0.41130 1.22518
H -5.75881 0.38025 -0.31061
H -3.70589 1.64618 2.56164
H -2.73037 0.15514 2.52505
H -4.41155 0.09973 3.08617
H -3.79975 2.54190 -0.57032
H -3.77880 4.92162 0.05463
H -1.91326 5.80446 1.45084
H -0.10041 4.29350 2.14202
H -1.62130 1.07713 3.35277
H -1.98346 2.79251 3.67817
H -1.56998 1.69057 5.00979
H 1.67669 3.27261 4.57700
H 0.62758 2.56577 5.82369
H 0.08517 3.97960 4.90626
H 2.69924 2.08948 1.05704
H 3.11538 0.41428 1.43705
H 3.96605 1.73664 2.24567
H 1.82812 -0.33487 4.04428
H 2.12609 1.11167 5.03234
H 3.42567 0.42630 4.06885
H -5.34372 -1.83260 -1.26020
H -4.48983 -2.16121 0.26113
H -3.85646 -2.79064 -1.26560
H -4.08659 -0.16804 -2.90023
H -2.73549 -1.30968 -2.82136
H -2.48417 0.38259 -2.35309

HOMO level: -0.351 hartree
energy above the lowest of the compared OMol25 structures with the same formula, charge and spin: 9.4 kcal/mol
F_max: 0.0146 Eh/bohr
E: -71039.3097 eV
LUMO energy: -2.6 eV
total charge: +1

=====

Which of these has the lowest E?
C21H50GaN2O2